Computed, not measured: C5H4N2O in the gas phase in a non-equilibrium geometry, with ωB97M-V with the def2-TZVPD basis set.

Geometry as XYZ:
```
12
Properties=species:S:1:pos:R:3:nbo_charge:R:1
C -0.108 -0.638 -0.016 0.2591
C -1.367 -1.103 0.030 -0.1960
C -1.459 1.126 -0.073 -0.0437
C 0.007 0.829 -0.132 -0.2395
C 1.327 1.118 0.141 0.0480
H 2.926 -0.339 -0.267 0.4142
H -1.836 -2.014 0.366 0.2197
H -1.815 2.141 -0.070 0.1982
H 1.889 2.098 0.198 0.2466
N 2.028 -0.071 0.061 -0.2550
N -2.147 -0.024 0.045 -0.3740
O 1.159 -1.152 -0.083 -0.2775
```

Summary:
**DFT total energy**: -377.534101 a.u.
**Multiplicity**: 1
**HOMO level**: -7.836 eV
**Lowest unoccupied orbital energy**: 0.156 eV



Computed, not measured: a gas-phase ion, C8H12N3OS (charge +1) in a non-equilibrium geometry, with ωB97M-V with the def2-TZVPD basis set.

Geometry as XYZ:
```
25
Properties=species:S:1:pos:R:3:nbo_charge:R:1
C -3.273 -0.574 0.131 -0.1871
C -3.594 0.738 0.108 -0.1613
C -1.997 -0.926 0.046 -0.2045
C -2.672 1.745 0.042 -0.2111
C -1.009 0.041 -0.003 0.0795
C -1.336 1.374 -0.061 -0.1325
C 1.250 0.914 -0.542 0.5276
C 0.716 -1.558 -0.815 -0.4323
N 0.451 -0.244 0.004 -0.4305
N 2.461 0.920 0.206 -0.5171
N 2.294 0.641 1.633 -0.7117
O 1.382 0.728 -1.837 -0.6916
S 0.088 2.471 -0.221 0.1712
H -3.959 -1.405 0.168 0.2414
H -4.619 0.973 0.265 0.2366
H -1.732 -1.948 0.220 0.2298
H -2.798 2.816 0.230 0.2464
H 1.695 -1.580 -1.244 0.2506
H 0.519 -2.503 -0.259 0.2450
H 0.054 -1.520 -1.749 0.2488
H 3.196 1.588 0.072 0.4076
H 0.938 -0.355 0.882 0.4763
H 1.897 1.448 2.058 0.3770
H 3.137 0.215 2.116 0.4163
H 1.221 1.565 -2.313 0.5253
```

Summary:
**Charge**: +1
**DFT total energy**: -949.435445 a.u.
**Multiplicity**: 1
**HOMO level**: -12.478 eV
**Lowest unoccupied orbital energy**: -2.833 eV



Computed, not measured: a molecular structure, C22H25N2O2S4Tc, with ωB97M-V with the def2-TZVPD basis set.

Geometry as XYZ:
```
56
Properties=species:S:1:pos:R:3:mulliken_spin:R:1
Tc -1.225 0.231 -0.240 1.9853
C 4.992 -0.934 4.816 0.0002
C 4.058 -0.927 3.652 0.0059
C 2.732 -0.489 3.798 0.0007
C 1.854 -0.512 2.741 -0.0077
C 2.315 -0.980 1.502 0.0149
C 3.634 -1.425 1.321 -0.0023
C 4.487 -1.391 2.400 0.0019
S 1.280 -1.034 0.159 -0.0442
O -0.134 -1.373 0.597 0.0380
O 1.796 -1.756 -0.946 0.0168
N 0.790 0.493 -0.347 0.2537
C 1.329 1.563 -0.916 0.1674
C 2.692 1.845 -1.149 0.1201
C 3.042 3.041 -1.747 0.0387
C 2.074 3.976 -2.106 0.2548
C 0.683 3.735 -1.882 -0.0086
C -0.335 4.658 -2.203 0.0439
C -1.641 4.337 -1.921 0.0020
C -1.934 3.101 -1.345 0.0113
N -0.994 2.202 -1.045 0.0056
C 0.312 2.527 -1.299 0.1018
H 4.643 -0.290 5.620 0.0000
H 5.994 -0.628 4.518 0.0004
H 5.070 -1.951 5.209 0.0009
H 2.394 -0.139 4.765 0.0000
H 0.828 -0.197 2.875 0.0079
H 3.962 -1.807 0.363 0.0003
H 5.504 -1.741 2.283 0.0001
H 3.447 1.125 -0.862 -0.0067
H 4.084 3.261 -1.935 0.0063
H 2.374 4.911 -2.563 -0.0038
H -0.084 5.609 -2.657 0.0040
H -2.448 5.024 -2.135 0.0010
H -2.956 2.834 -1.109 -0.0128
C -3.266 -2.543 1.057 0.0114
C -4.093 -1.274 1.189 0.0161
S -3.599 0.182 0.190 -0.0256
C -4.386 0.028 -1.444 -0.0016
C -3.625 -0.763 -2.492 0.0116
S -1.805 -0.731 -2.240 -0.0371
C -1.354 -2.506 -2.338 0.0263
C -1.711 -3.425 -1.170 0.0084
S -3.412 -3.398 -0.540 0.0053
H -3.639 -3.231 1.818 0.0023
H -2.215 -2.369 1.288 -0.0044
H -4.067 -0.901 2.215 -0.0019
H -5.141 -1.435 0.932 0.0002
H -4.540 1.060 -1.758 -0.0017
H -5.376 -0.403 -1.286 -0.0014
H -3.780 -0.340 -3.485 0.0004
H -3.913 -1.807 -2.488 0.0009
H -0.278 -2.510 -2.518 -0.0021
H -1.845 -2.807 -3.266 -0.0028
H -1.028 -3.286 -0.338 -0.0052
H -1.545 -4.439 -1.540 0.0029
```

Summary:
**Charge**: +3
**DFT total energy**: -2785.854780 a.u.
**Multiplicity**: 4
**HOMO level (spin up / spin down)**: -16.942 / -16.945 eV
**Lowest unoccupied orbital energy (spin up / spin down)**: -10.718 / -12.260 eV



Computed, not measured: a molecular structure, C28H54P2SiYb in a non-equilibrium geometry, with ωB97M-V with the def2-TZVPD basis set.

Geometry as XYZ:
```
86
Properties=species:S:1:pos:R:3:mulliken_spin:R:1
Yb 0.160 -1.532 -2.709 0.0017
C -0.330 -3.068 1.714 0.2589
C 1.011 -3.066 1.247 0.0830
C 0.857 -1.615 3.032 0.1832
C -0.426 -2.188 2.820 0.1611
C 1.745 -2.168 2.064 0.1763
C -1.455 -3.866 1.180 -0.0180
H -1.111 -4.590 0.436 0.0037
H -2.225 -3.243 0.696 0.0248
H -1.957 -4.426 1.983 0.0149
C -1.630 -1.930 3.647 0.0081
H -2.332 -2.771 3.561 -0.0009
H -2.162 -1.017 3.330 0.0085
H -1.356 -1.805 4.706 0.0060
C 1.228 -0.637 4.071 0.0234
H 0.661 -0.815 4.997 0.0038
H 1.014 0.397 3.748 0.0044
H 2.303 -0.692 4.304 -0.0009
C 3.193 -1.890 1.982 -0.0188
H 3.715 -2.220 2.892 0.0249
H 3.395 -0.816 1.876 0.0186
H 3.655 -2.401 1.130 -0.0004
C 1.563 -3.909 0.157 0.0341
H 2.048 -4.817 0.570 -0.0040
H 2.324 -3.359 -0.423 -0.0028
H 0.770 -4.241 -0.537 -0.0030
C -1.057 -0.508 -4.282 -0.0038
C -1.385 -1.827 -4.289 -0.0020
C -0.450 -2.953 -4.629 -0.0014
C 0.968 -2.566 -5.089 0.0010
C 1.814 -1.860 -4.069 -0.0188
C 1.835 -0.520 -3.806 -0.0067
C 1.222 0.573 -4.638 -0.0090
C -0.144 0.192 -5.260 0.0021
H -0.917 -3.566 -5.411 -0.0004
H 0.919 -2.054 -6.053 -0.0001
H -0.369 -3.655 -3.762 0.0001
H -0.006 -0.387 -6.192 0.0023
H -1.683 0.207 -3.743 -0.0010
H -2.408 -2.112 -4.024 0.0010
H -0.640 1.126 -5.589 -0.0010
H 1.108 1.475 -4.007 0.0031
H 2.565 -0.166 -3.068 0.0003
H 1.913 0.889 -5.439 -0.0012
H 1.490 -3.517 -5.311 -0.0003
H 2.414 -2.576 -3.456 -0.0036
P -2.031 1.651 -0.085 -0.0146
P 1.523 2.157 0.389 -0.0007
C -0.711 2.042 -1.345 0.0129
C 0.503 2.878 -0.985 0.0005
H -1.250 2.538 -2.167 0.0007
H -0.366 1.069 -1.723 0.0048
H 1.153 2.974 -1.870 0.0003
H 0.180 3.887 -0.682 -0.0020
C 2.580 3.635 0.625 0.0005
H 3.430 3.360 1.255 -0.0001
H 2.008 4.413 1.141 0.0001
H 2.945 4.031 -0.329 0.0000
C 2.677 0.959 -0.368 0.0089
H 2.991 1.225 -1.384 0.0013
H 2.211 -0.035 -0.371 -0.0045
H 3.560 0.899 0.280 -0.0001
C -3.491 2.018 -1.122 0.0164
H -4.303 1.311 -0.931 -0.0004
H -3.197 1.885 -2.170 -0.0007
H -3.851 3.041 -1.002 -0.0029
C -2.087 -0.185 -0.352 -0.0065
H -2.232 -0.463 -1.402 0.0007
H -2.977 -0.544 0.171 -0.0002
H -1.237 -0.713 0.107 0.0192
C -2.350 4.167 2.860 0.0003
Si -1.332 2.603 3.081 -0.0006
C 0.406 3.102 3.581 0.0003
C -1.878 1.720 4.661 0.0013
C -1.301 1.429 1.609 0.0000
H -2.317 4.696 3.833 0.0001
H -3.403 3.962 2.607 0.0001
H -1.915 4.821 2.087 -0.0002
H 0.381 3.128 4.684 -0.0001
H 1.200 2.414 3.270 -0.0013
H 0.630 4.107 3.206 0.0002
H -2.729 1.038 4.547 -0.0002
H -1.035 1.160 5.092 -0.0002
H -2.157 2.520 5.364 0.0001
H -0.261 1.069 1.479 0.0164
H -1.813 0.520 2.006 -0.0008
```

Summary:
**Charge**: +1
**DFT total energy**: -3229.616825 a.u.
**Multiplicity**: 2
**HOMO level (spin up / spin down)**: -6.602 / -6.670 eV
**Lowest unoccupied orbital energy (spin up / spin down)**: -3.398 / -3.651 eV



Relative energy (zero: lowest compared OMol25 entry of this formula, charge and spin) list, top to bottom, in kcal/mol: 81.5; 9.7; 0.0; 182.2